Here is a structure of composition C58H51F5MgNOP3S2 from the Open Molecules 2025 dataset. Energies are from the ωB97M-V functional and the def2-TZVPD basis.

```
122
Properties=species:S:1:pos:R:3:forces:R:3:mulliken_charge:R:1
Mg -1.28973 0.34880 0.93088 0.1719 0.0885 -0.0210 0.865
S -1.49947 2.39313 2.35083 0.5715 0.0774 0.4425 -0.591
C -2.73461 2.46584 1.22503 -0.6892 0.5146 -0.2871 0.769
N -2.93449 1.54953 0.29978 0.1379 0.0506 -0.2140 0.532
C -4.04808 1.82831 -0.47090 -0.3315 0.2328 -0.0954 -2.122
C -4.56008 1.04748 -1.50206 0.0608 -0.0019 0.0816 0.401
C -5.64957 1.50385 -2.22316 0.0291 -0.0846 -0.0397 -0.924
C -6.25908 2.71783 -1.91805 -0.0536 0.0521 0.0139 -0.650
C -5.79275 3.48878 -0.86536 -0.0292 -0.0270 -0.0340 -0.562
C -4.69813 3.03357 -0.14930 0.1552 -0.0377 0.0709 1.312
S -3.90020 3.78288 1.20392 0.1097 -0.2903 -0.1057 -0.389
H -4.11633 0.08723 -1.71087 0.0167 -0.0548 -0.0588 0.416
H -6.03253 0.89941 -3.03607 -0.0290 -0.0097 0.0245 0.478
H -7.11334 3.05151 -2.49207 0.0097 0.0159 -0.0060 0.399
H -6.26713 4.42595 -0.60582 -0.0262 -0.0030 -0.0110 0.424
C 4.62636 -3.71304 -1.25587 -0.0498 -0.0535 0.0363 -1.747
C 3.46951 -4.17029 -0.34267 0.1255 0.0417 -0.0867 1.589
C 3.67692 -5.63638 0.05893 -0.0713 0.0952 -0.0028 -2.007
C 2.17049 -4.00076 -1.11582 0.0793 0.1019 0.1558 0.487
C 1.78697 -4.89273 -2.10908 -0.0488 0.0197 -0.0050 0.089
C 0.64523 -4.69060 -2.86732 -0.0151 -0.0523 -0.1026 -1.775
C -0.14342 -3.57610 -2.64769 0.0503 0.0054 0.0475 -0.125
C 0.20976 -2.66189 -1.66473 0.2667 0.2703 0.4491 -0.364
P -0.76635 -1.13525 -1.35781 -0.4033 -0.4304 -0.6761 2.849
C -2.41768 -1.87127 -1.70721 -0.1483 0.0997 -0.0005 -0.076
C -3.01543 -2.56636 -0.65668 0.0535 0.0482 -0.0785 -0.968
C -4.27647 -3.12154 -0.79837 -0.0196 -0.0415 -0.0155 -0.518
C -4.94997 -3.01022 -2.00602 -0.0277 -0.0160 0.0170 -0.833
C -4.34731 -2.35964 -3.07138 -0.0161 0.0212 -0.0525 -0.631
C -3.08955 -1.79163 -2.92564 0.0555 0.0133 0.0229 0.233
C -0.44648 -0.22875 -2.91756 0.1328 0.1387 0.0853 0.511
C 0.62741 -0.52861 -3.75210 -0.0930 -0.0243 0.0425 -1.181
C 0.78970 0.14516 -4.95495 -0.0156 -0.0163 -0.0804 -0.740
C -0.12166 1.11697 -5.33858 0.0359 -0.0283 -0.0324 -0.788
C -1.17258 1.44779 -4.49375 -0.0700 -0.0154 -0.0358 -0.657
C -1.32045 0.79792 -3.27922 0.0839 -0.0157 0.0571 -0.198
C 1.36416 -2.88353 -0.91350 -0.2359 -0.1807 -0.2670 -1.045
O 1.65360 -1.91956 0.00487 0.2168 -0.0705 -0.1232 0.239
C 2.57463 -2.20216 0.97793 0.1592 -0.0143 0.4031 -1.069
C 2.57504 -1.33577 2.06789 -0.3137 -0.0247 -0.3178 -0.089
C 3.51723 -1.51457 3.07046 -0.0123 -0.0755 -0.0872 -0.037
C 4.41406 -2.56470 2.99511 0.0821 0.0198 0.0853 -1.583
C 4.37758 -3.43120 1.91542 -0.0097 0.0245 0.0233 -0.077
C 3.45932 -3.27198 0.88509 -0.1144 -0.0127 -0.1466 0.699
P 1.37675 0.06397 2.09176 0.5167 0.0493 0.4957 1.717
C 2.68330 1.36197 2.02556 -0.1629 0.0637 -0.0781 1.214
C 3.14700 1.68563 0.75233 -0.1235 -0.0283 0.0343 -0.424
C 4.17473 2.59766 0.58047 0.1103 -0.0667 -0.0391 -0.691
C 4.76579 3.19100 1.68656 -0.0218 -0.0127 0.0035 -0.703
C 4.32627 2.85588 2.95882 0.0251 0.0234 0.0577 -0.890
C 3.29067 1.94878 3.13147 -0.0036 0.0034 -0.0523 -0.506
C 0.89409 0.04511 3.85631 -0.1166 0.0956 -0.0259 1.079
C 0.49699 1.23857 4.46005 -0.0069 -0.0845 0.0035 -0.886
C -0.04563 1.24056 5.73435 0.0133 0.0291 0.0152 -0.954
C -0.19937 0.04748 6.42398 0.0213 0.0083 0.0543 -0.824
C 0.20541 -1.14309 5.83981 -0.0067 -0.0332 0.0254 -0.687
C 0.74542 -1.14723 4.56282 0.0356 0.0282 -0.0108 -1.086
H 4.65433 -4.31818 -2.16384 0.0227 -0.0044 -0.0086 0.430
H 5.58017 -3.81012 -0.73488 0.0172 0.0001 -0.0108 0.425
H 4.49510 -2.66801 -1.54104 0.0186 0.0048 -0.0118 0.368
H 3.70948 -6.27971 -0.81867 0.0257 -0.0193 0.0074 0.454
H 2.86743 -5.97133 0.70789 0.0100 -0.0328 0.0073 0.424
H 4.62089 -5.76348 0.58541 0.0095 -0.0311 -0.0109 0.454
H 2.39709 -5.76183 -2.31439 0.0137 -0.0083 0.0353 0.345
H 0.37731 -5.40155 -3.63747 -0.0130 0.0001 0.0052 0.426
H -1.03125 -3.41081 -3.24301 -0.0143 -0.0284 0.0149 0.605
H -2.48362 -2.66783 0.27686 -0.0594 0.0051 0.1189 0.372
H -4.73677 -3.63374 0.03671 0.0236 -0.0076 0.0079 0.490
H -5.94025 -3.43218 -2.11702 -0.0038 -0.0017 0.0007 0.391
H -4.86328 -2.27800 -4.01982 0.0094 -0.0134 -0.0076 0.463
H -2.64369 -1.27077 -3.76237 -0.0109 -0.0105 -0.0167 0.424
H 1.33466 -1.29685 -3.46900 -0.0038 -0.0425 -0.0350 0.326
H 1.62100 -0.10418 -5.60189 0.0150 0.0066 0.0133 0.420
H -0.00902 1.61990 -6.29029 -0.0016 0.0166 0.0036 0.375
H -1.88549 2.20821 -4.78771 0.0023 0.0167 0.0368 0.477
H -2.13160 1.07282 -2.61392 -0.0303 0.0256 -0.0416 -0.112
H 3.54217 -0.83343 3.91061 -0.0101 -0.0011 0.0255 0.522
H 5.14752 -2.70927 3.77736 0.0025 0.0026 -0.0004 0.414
H 5.09749 -4.23725 1.87578 -0.0172 -0.0259 -0.0285 0.344
H 2.68781 1.21033 -0.10894 -0.0039 0.0391 0.0014 0.058
H 4.52041 2.84127 -0.41703 -0.0063 0.0065 -0.0098 0.491
H 5.56654 3.90749 1.55848 0.0099 -0.0033 -0.0025 0.413
H 4.79649 3.29639 3.82897 -0.0155 0.0362 -0.0099 0.429
H 2.95950 1.70256 4.13115 0.0103 -0.0019 0.0096 0.391
H 0.60688 2.17376 3.92664 0.0013 0.0301 0.0315 0.707
H -0.35771 2.17552 6.18125 -0.0043 -0.0007 0.0007 0.474
H -0.62732 0.04637 7.41806 -0.0118 -0.0031 -0.0013 0.408
H 0.09702 -2.07639 6.37800 -0.0138 -0.0087 -0.0186 0.491
H 1.05211 -2.08432 4.11666 -0.0384 -0.0149 -0.0047 0.431
F -0.30821 -2.47018 1.99122 0.0878 -0.1157 0.0858 0.062
C -1.50091 -2.20211 2.60343 -0.4012 0.1886 -0.0637 0.149
C -2.19746 -1.07541 2.22160 0.0917 -0.5448 0.2636 -0.703
C -3.43100 -0.93298 2.83081 0.2726 -0.0153 -0.1769 0.763
F -4.20804 0.12205 2.50937 -0.1709 -0.0297 0.1360 -0.321
C -3.94561 -1.83593 3.74725 -0.0171 0.0997 -0.0687 0.177
F -5.16794 -1.67917 4.26960 -0.0078 0.0102 0.0808 -0.354
C -3.18346 -2.93231 4.11366 0.0036 0.0248 -0.0563 0.740
F -3.65286 -3.81153 5.00254 -0.0178 -0.0416 0.0549 -0.355
C -1.94219 -3.12225 3.53540 0.1314 -0.0743 -0.0542 -0.221
F -1.20027 -4.18818 3.87736 -0.0069 -0.0096 0.0306 -0.400
C 2.44923 3.90723 -3.26377 -0.0133 -0.1248 0.0234 -1.837
C 1.79893 2.74268 -2.51880 -0.1211 -0.0472 0.1561 0.865
P 0.42722 3.13603 -1.31185 0.4054 0.5907 -0.2381 1.782
C -0.56098 4.22526 -2.45995 -0.1785 -0.1516 0.1150 -1.164
C -1.96874 4.54766 -1.97496 0.0845 0.0413 -0.0672 -1.065
C 1.32157 4.48394 -0.35326 -0.1620 -0.1821 0.1115 -0.818
C 0.98695 4.60130 1.12742 0.0355 0.0379 -0.0613 -1.193
H 3.31133 3.54431 -3.82702 0.0097 0.0552 -0.0396 0.475
H 2.79954 4.68223 -2.58194 0.0104 0.0260 -0.0358 0.312
H 1.75932 4.36247 -3.97349 -0.0018 0.0326 -0.0004 0.349
H 2.56047 2.20805 -1.94456 -0.0147 -0.0418 -0.0649 0.112
H 1.39186 2.03085 -3.24013 0.0151 -0.0245 0.0897 -0.798
H -0.62373 3.69896 -3.41449 0.0857 0.0693 -0.0067 0.224
H -0.01364 5.15562 -2.62351 0.0845 -0.0750 -0.0778 0.718
H -2.57754 3.64636 -1.91926 -0.0698 -0.0517 0.1107 0.002
H -2.45781 5.23639 -2.66732 -0.0448 0.0041 0.0357 0.451
H -1.95327 5.01945 -0.99184 -0.0635 -0.0320 0.0650 0.286
H 1.11434 5.43895 -0.84067 0.1447 -0.0143 -0.0871 0.644
H 2.38911 4.27293 -0.44600 -0.0437 0.0933 -0.0773 0.230
H -0.06569 4.82338 1.28766 -0.0823 -0.0261 0.0493 0.305
H 1.57660 5.40476 1.57580 -0.0079 -0.0233 0.0374 0.475
H 1.21492 3.67408 1.65035 -0.0316 -0.0047 0.0700 0.069
```
Forces are in eV/Å.

Properties
- HOMO-LUMO gap: 7.93 eV
- Maximum force: 0.0176 hartree/bohr
- Spin multiplicity: 1
- LUMO level: 0.45 eV
- Energy: -4890.7603 Eh